(1)
C16H45AsCl6F6O16P3 as an isolated structure in a non-equilibrium geometry, computed with the ωB97M-V functional and the def2-TZVPD basis.

Element x y z (Å)
1 As -0.5056 -1.1270 -0.2050
2 F -0.1085 0.5404 -0.8616
3 F -2.2183 -0.8263 -0.6463
4 F -0.9624 -2.6780 0.4773
5 F 1.1902 -1.3398 0.2311
6 F -0.8436 -0.3021 1.4221
7 F -0.2775 -1.8423 -1.8505
8 C 3.7631 -0.1843 -0.4053
9 O 4.5587 0.2186 0.7706
10 P 5.9317 0.9965 0.6706
11 O 7.0438 0.2427 0.0493
12 O 5.5883 2.3081 -0.2682
13 C 4.6161 3.2263 0.1864
14 O 6.3433 1.5036 2.1219
15 C 6.8251 0.6184 3.1330
16 H 2.7698 0.2526 -0.5081
17 H 3.6712 -1.2649 -0.5139
18 H 4.2777 0.1719 -1.2977
19 H 3.5510 3.1704 -0.0383
20 H 4.8274 4.1796 -0.2981
21 H 4.5990 3.4667 1.2495
22 H 7.4654 1.2535 3.7453
23 H 7.6151 -0.0306 2.7552
24 H 6.1027 -0.0134 3.6498
25 C -1.9676 0.3162 -3.8403
26 O -2.6139 1.5207 -3.3331
27 P -4.2091 1.7138 -3.4053
28 O -5.0702 0.5491 -2.8405
29 O -4.3572 3.1481 -2.6623
30 C -4.4455 2.9814 -1.2467
31 O -4.4804 2.1184 -4.9646
32 C -5.8091 1.9772 -5.4567
33 H -2.0532 -0.5417 -3.1734
34 H -0.8798 0.3814 -3.8610
35 H -2.3646 0.0657 -4.8240
36 H -5.4443 2.8176 -0.8420
37 H -3.9946 3.8379 -0.7455
38 H -3.8629 2.1356 -0.8817
39 H -5.8574 1.0155 -5.9675
40 H -6.0991 2.8487 -6.0437
41 H -6.4192 2.0697 -4.5582
42 C -2.9125 -4.4415 4.0588
43 O -1.5016 -4.6345 4.3010
44 P -0.7271 -3.9646 5.5066
45 O 0.6193 -4.4096 5.6064
46 O -1.7055 -4.2812 6.8736
47 C -1.1340 -4.1298 8.1277
48 O -0.8612 -2.3481 5.3846
49 C -0.0252 -1.4926 4.7209
50 H -3.4040 -3.7884 4.7799
51 H -3.3932 -5.3901 4.2979
52 H -3.0488 -3.9536 3.0937
53 H -1.7966 -4.3701 8.9592
54 H -0.8732 -3.0717 8.1501
55 H -0.1999 -4.6364 8.3707
56 H 0.7502 -2.0345 4.1794
57 H 0.3086 -0.7355 5.4305
58 H -0.6576 -0.8956 4.0638
59 C -0.9302 3.3830 1.0995
60 C 0.4823 3.0443 1.5910
61 O 1.5027 3.9007 1.0334
62 O -1.1385 3.1400 -0.2708
63 H -1.0984 4.4353 1.3287
64 H -1.6979 2.7840 1.5893
65 H 0.6369 1.9964 1.3337
66 H 0.4066 3.0076 2.6777
67 H 1.4702 4.6459 1.6378
68 H -1.1358 2.1959 -0.4447
69 C 1.9185 -1.2041 -5.7099
70 C 1.6376 -1.3135 -4.1595
71 O 1.7641 -0.0629 -3.5221
72 O 3.2659 -1.2723 -6.0203
73 H 1.4733 -0.3399 -6.2029
74 H 1.4797 -2.0106 -6.2974
75 H 2.1823 -2.1413 -3.7055
76 H 0.6027 -1.6450 -4.0747
77 H 1.5336 -0.2215 -2.6038
78 H 3.7843 -0.6110 -5.5558
79 C -3.6324 0.5564 2.5011
80 Cl -4.7214 1.8728 2.9454
81 Cl -3.7590 -0.6295 3.8724
82 H -3.9571 -0.0577 1.6611
83 H -2.6726 1.0240 2.2816
84 C -0.2094 -4.9068 -2.5270
85 Cl 1.2529 -4.6836 -1.6160
86 Cl 0.0581 -5.4540 -4.1456
87 H -0.6838 -5.6776 -1.9196
88 H -0.7754 -3.9753 -2.5297
89 C 1.1340 3.2896 -2.9694
90 Cl 2.5163 4.3731 -3.0802
91 Cl -0.3590 4.0897 -3.4034
92 H 1.3241 2.5088 -3.7058
93 H 1.0115 3.0406 -1.9153

Forces on the atoms, in the same order (eV/Å):
-1.3 1.0 0.5
-0.1 -1.7 0.4
1.5 -0.2 0.4
0.5 1.0 -0.5
-1.5 0.0 -0.5
0.5 -0.9 -1.9
0.1 0.8 1.7
1.1 0.5 -1.0
-1.2 -0.1 0.2
1.3 -0.3 -2.6
-0.9 0.4 0.4
0.0 -1.5 1.9
-0.7 2.5 0.2
-1.6 0.1 -0.3
1.9 0.0 -0.2
0.1 0.2 1.1
0.2 0.1 0.7
0.3 -0.1 0.0
0.0 -1.5 -0.5
0.5 0.1 -0.1
0.6 -0.5 0.3
-0.8 0.1 0.7
-0.4 -0.4 -0.7
-0.3 0.6 -0.1
-0.2 -0.6 0.2
-0.6 -0.5 -0.3
-0.9 -2.1 0.6
2.4 3.5 -1.8
-0.4 -1.5 -0.4
0.6 0.1 1.5
1.2 -0.2 1.3
-0.2 0.4 1.2
-0.9 0.2 0.2
-0.1 1.1 -0.3
0.1 0.1 0.0
-0.3 0.2 -0.6
-0.1 0.2 -0.4
0.2 -0.2 -0.3
-0.5 0.2 0.0
0.5 -0.2 -0.5
-0.8 -0.7 -0.3
-0.2 0.3 1.0
-0.3 0.6 0.7
-3.3 1.8 1.4
2.6 -1.0 0.3
0.6 -0.7 -3.6
1.2 1.7 1.1
-2.2 -3.3 1.8
0.4 1.6 -1.0
0.5 0.4 0.2
0.0 -0.2 -1.0
0.0 -0.7 -0.1
-0.5 0.0 -0.5
0.0 0.3 0.9
0.1 -0.6 -0.8
0.2 0.4 0.1
0.8 -0.3 0.1
0.2 -0.3 -0.6
0.3 -0.4 -0.2
-1.1 -0.9 -0.6
-0.9 -0.7 1.0
0.2 1.0 -0.5
-0.3 0.2 -0.3
0.2 0.1 0.9
0.6 0.1 -0.4
0.6 0.6 0.3
0.4 0.4 -0.3
0.2 -0.3 0.1
-0.4 -0.1 1.1
-1.4 -0.4 -2.2
0.6 0.0 -0.1
1.6 -0.2 -0.4
-0.2 0.6 0.6
-0.2 -0.5 0.6
0.7 0.2 0.0
-0.3 0.0 0.0
-0.2 0.2 0.3
-0.2 0.2 0.1
-0.5 -0.7 0.4
-0.3 0.3 -0.5
0.9 0.3 -0.4
-0.2 0.6 -0.1
0.1 -0.7 0.6
-0.8 -0.1 1.3
1.1 0.5 0.3
0.1 -0.3 -0.8
-0.6 0.1 -0.6
0.1 -0.2 0.0
-0.1 0.0 0.1
0.5 0.4 0.0
-0.5 0.3 -0.4
-0.2 -0.2 0.7
0.2 -0.5 -0.3

Summary:
Charge ... -1
HOMO-LUMO gap ... 0.3733 hartree
Lowest unoccupied orbital energy ... 2.2 eV

***

(2)
A 6-piece molecular cluster, C16H45IN4O5 overall in a non-equilibrium geometry, computed with the ωB97M-V functional and the def2-TZVPD basis.

Element x y z (Å)
1 I 1.7343 -0.2387 0.3978
2 O 4.8093 0.9502 -1.8760
3 H 4.0406 0.5965 -1.4029
4 C 2.7694 -3.8739 -2.4034
5 C 1.8146 -2.9471 -3.1570
6 C 0.4163 -3.1234 -2.5915
7 O -0.4988 -2.2534 -3.2771
8 C -1.7516 -2.2341 -2.6463
9 N 2.3047 -1.5743 -3.1250
10 H 2.9163 -3.4620 -1.3991
11 H 3.7736 -3.8077 -2.8274
12 H 2.4322 -4.9100 -2.3709
13 H 1.7619 -3.3012 -4.1962
14 H 0.3749 -2.9581 -1.5104
15 H 0.0571 -4.1309 -2.8700
16 H -2.4191 -1.7087 -3.3374
17 H -1.7739 -1.8198 -1.6377
18 H -2.1777 -3.2528 -2.6327
19 H 1.5501 -0.9555 -3.4188
20 H 2.3324 -1.3469 -2.1205
21 C -2.9218 -3.4671 2.6933
22 C -2.3724 -2.5045 1.6723
23 C -3.4032 -1.7953 0.8274
24 O -3.8422 -2.7120 -0.1984
25 C -4.9052 -2.2079 -0.9532
26 N -1.4433 -1.5354 2.2844
27 H -3.6338 -4.1405 2.2033
28 H -3.4120 -2.9662 3.5325
29 H -2.1646 -4.1315 3.1136
30 H -1.7326 -3.0686 0.9782
31 H -3.0367 -0.8725 0.3777
32 H -4.3263 -1.6366 1.4064
33 H -5.0149 -2.9268 -1.7706
34 H -4.7342 -1.2195 -1.3923
35 H -5.8574 -2.2014 -0.4041
36 H -0.6751 -1.3568 1.6420
37 H -1.0318 -1.8579 3.1488
38 C 2.6825 0.2333 4.5600
39 C 1.6812 1.3936 4.4681
40 C 2.2403 2.5460 3.6408
41 O 3.0606 3.3715 4.4424
42 C 3.4562 4.5367 3.7779
43 N 0.4572 0.8208 3.8939
44 H 2.2691 -0.6397 5.0598
45 H 3.5810 0.5589 5.0917
46 H 2.9361 -0.0263 3.5296
47 H 1.3946 1.7677 5.4563
48 H 1.3724 3.1148 3.2588
49 H 2.7125 2.1978 2.7122
50 H 2.6026 5.2066 3.5949
51 H 3.9449 4.3943 2.8077
52 H 4.1580 5.0463 4.4415
53 H -0.2649 1.5252 3.8181
54 H 0.6631 0.4098 2.9868
55 C -1.3763 2.4743 -3.6440
56 C -0.2090 2.3569 -2.6658
57 C -0.6680 2.7931 -1.2916
58 O -1.1221 4.1485 -1.2214
59 C -0.1296 5.1195 -1.4343
60 N 0.2610 0.9596 -2.6940
61 H -1.1676 2.2268 -4.6839
62 H -1.7615 3.5042 -3.6824
63 H -2.2361 1.9150 -3.2611
64 H 0.6365 2.9678 -2.9952
65 H 0.0757 2.6240 -0.5028
66 H -1.5422 2.2214 -0.9618
67 H 0.2950 5.0016 -2.4413
68 H 0.6698 5.0306 -0.6932
69 H -0.5734 6.1150 -1.4666
70 H -0.5405 0.3754 -2.9268
71 H 0.4820 0.6616 -1.7334

Forces on the atoms, in the same order (eV/Å):
-0.4 -0.2 0.5
0.0 0.1 0.1
0.3 0.1 -0.2
0.4 0.8 0.2
0.0 -0.2 -0.2
-0.6 -0.3 -0.9
0.4 0.3 0.6
-0.5 -0.7 -1.1
-0.6 -0.5 0.8
-0.3 -0.3 0.1
-0.1 -0.2 -0.3
0.0 0.0 0.1
0.0 0.2 -0.1
0.1 0.1 0.0
0.2 -0.2 0.6
0.0 0.4 0.3
0.2 0.1 0.0
0.1 0.0 0.4
0.2 0.0 -0.4
0.7 0.3 -0.3
-0.6 -0.6 -0.1
2.2 0.1 0.0
-1.3 -1.0 -0.1
0.5 0.4 0.2
-0.1 -0.7 -0.5
-0.7 0.3 0.0
-0.2 0.2 0.1
-0.1 0.1 -0.1
0.3 0.2 -0.1
-0.5 -0.3 -0.2
0.1 0.1 0.1
0.3 0.7 0.3
-0.2 0.2 -0.1
0.2 0.1 0.2
0.1 0.2 0.2
0.1 0.3 0.1
-0.1 -0.1 0.0
0.2 0.7 0.1
-0.3 -1.0 -0.2
-1.0 0.1 -0.4
0.3 -0.2 -0.2
0.1 0.6 0.1
0.2 0.0 0.5
-0.2 0.0 0.0
0.1 -0.1 -0.1
0.1 -0.2 0.1
0.3 0.1 0.1
0.1 0.2 0.3
0.4 -0.1 0.3
-0.1 -0.1 0.1
0.0 -0.4 0.1
0.0 0.1 -0.1
0.0 -0.1 -0.3
-0.2 0.2 -0.2
-0.5 1.3 0.1
0.0 -0.7 -0.8
-0.2 0.3 0.9
-0.5 0.3 0.0
0.2 -0.4 -0.8
-0.8 0.0 0.7
0.3 -0.4 0.1
0.2 0.0 0.1
0.2 -0.4 -0.2
-0.1 0.1 0.0
0.3 0.0 -0.3
0.0 -0.2 -0.3
0.3 0.0 0.2
0.0 0.2 0.0
-0.2 -0.1 0.5
0.1 -0.1 -0.1
0.5 0.1 -0.4

Summary:
Energy relative to the best compared isomer or geometry (same formula, charge and spin) ... 0.0 kcal/mol
Charge ... -2
HOMO-LUMO gap ... 0.1254 hartree
Lowest unoccupied orbital energy ... 4.2 eV

***

(3)
C16H46Ag2O9S7 as an isolated structure in a non-equilibrium geometry, computed with the ωB97M-V functional and the def2-TZVPD basis.

Element x y z (Å)
1 Ag 2.8612 0.4174 3.3449
2 Ag 4.1322 -2.0349 1.3555
3 O -1.0098 -1.6366 1.3956
4 C -0.1485 -1.1443 0.5292
5 C 1.1506 -0.4862 1.0915
6 O 2.0402 -1.2933 1.8567
7 H -0.6425 -0.2772 0.0157
8 H 0.1798 -1.8862 -0.2509
9 H 0.8630 0.3361 1.7673
10 H 1.6688 -0.0755 0.2004
11 C -1.9322 0.4805 3.5153
12 S -0.7683 0.4300 4.8813
13 O 0.3867 -0.3489 4.3590
14 C -0.2674 2.1688 4.7287
15 H -2.5615 1.3749 3.5643
16 H -2.5716 -0.3914 3.4321
17 H -1.3345 0.5620 2.6076
18 H -1.1648 2.7669 4.5768
19 H 0.3874 2.2649 3.8613
20 H 0.2282 2.4641 5.6503
21 C -1.7286 -2.6469 -2.7806
22 S -1.7050 -1.3165 -3.9954
23 O -3.0811 -1.2071 -4.5495
24 C -1.5387 0.1268 -2.9599
25 H -0.7142 -2.7663 -2.3967
26 H -2.0414 -3.5446 -3.3092
27 H -2.4169 -2.4234 -1.9676
28 H -1.1541 0.9694 -3.5366
29 H -0.8059 0.0358 -2.1506
30 H -2.4984 0.4010 -2.5297
31 C 5.0919 3.8091 1.1814
32 S 3.7046 2.6792 0.9461
33 O 3.1972 2.3780 2.3359
34 C 4.5027 1.1998 0.3438
35 H 5.3351 4.1610 0.1781
36 H 5.9455 3.2426 1.5504
37 H 4.7420 4.5882 1.8478
38 H 3.8111 0.3691 0.5021
39 H 5.3915 1.0122 0.9555
40 H 4.8254 1.3487 -0.6850
41 C 2.3686 -4.2998 -0.4898
42 S 1.6031 -5.4653 0.6794
43 O 1.1896 -4.6626 1.8419
44 C 0.1313 -5.6606 -0.3322
45 H 1.7110 -3.4431 -0.6379
46 H 2.4837 -4.8533 -1.4268
47 H 3.3759 -4.0042 -0.1986
48 H 0.3529 -5.7815 -1.3904
49 H -0.4955 -4.7777 -0.1601
50 H -0.5377 -6.4518 0.0087
51 C 2.2046 0.9356 -2.5721
52 S 1.7893 0.8181 -4.3269
53 O 0.8837 1.9679 -4.5666
54 C 3.3901 1.3204 -4.9799
55 H 2.8682 1.7830 -2.3829
56 H 2.7635 0.0436 -2.2791
57 H 1.2638 1.0712 -2.0464
58 H 3.6710 2.3262 -4.6686
59 H 3.3657 1.2557 -6.0645
60 H 4.1389 0.6285 -4.5824
61 C -0.7425 2.5695 0.4469
62 S -1.6985 3.7855 -0.4765
63 O -2.0640 3.0666 -1.7232
64 C -3.0906 3.6712 0.6633
65 H 0.1711 2.3828 -0.1148
66 H -1.3451 1.6601 0.4308
67 H -0.5248 2.8127 1.4868
68 H -3.3369 2.6131 0.7295
69 H -3.9517 4.2800 0.3982
70 H -2.7420 4.1042 1.6059
71 C -3.7778 -0.4465 0.0895
72 S -5.4665 -0.1031 0.6279
73 O -6.2892 0.0995 -0.5907
74 C -5.8671 -1.7392 1.2740
75 H -3.6643 -1.3997 -0.4214
76 H -3.1270 -0.4779 0.9699
77 H -3.5558 0.3890 -0.5731
78 H -5.3310 -1.8413 2.2209
79 H -5.5472 -2.5070 0.5740
80 H -6.9305 -1.7772 1.4945

Forces on the atoms, in the same order (eV/Å):
-1.0 -1.0 -0.3
-1.6 0.3 0.4
-0.2 -0.2 0.4
-0.6 -0.3 0.8
0.7 0.2 0.1
1.5 -0.2 -0.1
0.6 0.2 -0.7
0.2 0.1 -0.3
-0.3 0.2 -0.3
-0.1 0.2 0.1
-0.3 0.7 -0.5
-0.3 0.3 -0.5
1.0 0.0 0.2
-0.4 -0.1 0.1
0.0 -0.1 0.3
0.3 -0.3 0.2
0.1 -0.4 0.0
0.1 0.1 0.1
0.1 -0.1 0.0
0.1 0.0 -0.1
0.1 0.3 0.2
0.0 0.1 -0.4
0.0 -0.2 -0.1
0.7 0.6 0.7
0.0 0.0 0.1
0.0 0.0 -0.1
0.0 0.0 0.0
-0.3 -0.1 -0.4
-0.1 -0.5 0.0
-0.1 -0.2 -0.1
0.1 -1.1 -0.7
-0.9 0.5 0.0
0.3 0.1 0.1
1.0 0.1 0.6
0.0 0.4 0.1
0.0 0.2 0.4
0.1 0.1 0.0
-0.3 0.2 -0.4
0.0 0.0 0.0
-0.3 -0.1 -0.1
-0.1 -0.5 -0.7
0.1 0.3 -0.3
0.2 -0.1 0.5
-1.1 0.3 0.0
0.0 0.1 0.2
0.0 0.1 0.0
0.0 0.0 0.4
0.1 -0.1 0.0
0.4 0.3 -0.2
0.6 -0.4 0.1
0.8 0.0 -0.1
-0.1 0.7 0.0
-0.1 -0.1 -0.2
0.5 -0.4 0.3
-0.3 0.2 -0.2
-0.4 -0.2 0.2
0.0 -0.3 0.1
-0.4 0.1 0.0
-0.1 0.0 0.0
0.0 -0.1 -0.2
0.0 -0.3 0.0
-0.1 0.0 0.1
0.0 0.1 0.0
0.1 0.4 0.3
0.1 0.1 0.1
0.1 -0.1 -0.1
0.0 0.3 -0.1
-0.2 0.1 0.2
0.1 -0.1 -0.6
0.1 -0.4 0.1
-0.2 0.1 0.5
0.0 -0.2 -0.1
-0.1 0.0 -0.1
0.4 0.2 0.4
-0.2 0.0 -0.1
0.2 0.0 -0.1
0.2 0.0 0.0
0.1 -0.1 -0.1
-0.2 0.0 -0.1
-0.1 0.0 -0.2

Summary:
Energy relative to the best compared isomer or geometry (same formula, charge and spin) ... 0.0 kcal/mol
Charge ... 0
HOMO-LUMO gap ... 0.1281 hartree
Lowest unoccupied orbital energy ... -2.4 eV